Density functional theory data (ωB97M-V/def2-TZVPD) for a 10-piece molecular cluster, C42H44N4O26 overall at a distorted geometry.

Geometry as ORCA input:
```
! RIJCOSX wB97M-V def2-TZVPD def2/J DEFGRID3
* xyz 0 1
O -1.09 -8.10 -1.93
N -0.59 -7.05 -2.36
O -0.41 -6.78 -3.53
C -0.26 -6.01 -1.42
C 0.48 -4.94 -1.79
C 0.72 -3.89 -0.87
C 0.15 -4.02 0.42
C -0.65 -5.13 0.78
C -0.86 -6.08 -0.17
H 0.83 -4.86 -2.80
H 1.27 -3.03 -1.24
H 0.27 -3.26 1.14
H -1.26 -5.19 1.70
H -1.50 -6.92 0.07
O 4.70 -2.45 6.00
N 4.35 -1.87 5.02
O 4.05 -0.70 4.92
C 4.38 -2.63 3.79
C 4.85 -3.92 3.94
C 4.87 -4.74 2.82
C 4.62 -4.15 1.56
C 4.21 -2.86 1.41
C 4.03 -2.09 2.56
H 5.08 -4.22 4.99
H 5.39 -5.69 2.83
H 4.80 -4.79 0.73
H 4.02 -2.50 0.42
H 3.58 -1.08 2.54
O 0.34 -6.23 4.97
N -0.74 -5.63 4.98
O -1.79 -6.14 5.23
C -0.73 -4.17 4.72
C 0.46 -3.46 4.72
C 0.44 -2.10 4.54
C -0.82 -1.51 4.50
C -2.01 -2.22 4.43
C -1.97 -3.59 4.55
H 1.37 -4.03 4.72
H 1.33 -1.50 4.41
H -0.88 -0.44 4.40
H -2.84 -1.61 4.29
H -2.85 -4.21 4.65
O 0.17 4.11 0.33
N 1.35 4.32 -0.08
O 1.67 5.27 -0.72
C 2.35 3.37 0.24
C 2.10 2.47 1.26
C 3.18 1.72 1.78
C 4.42 1.72 1.10
C 4.59 2.49 -0.09
C 3.54 3.36 -0.43
H 1.12 2.39 1.72
H 2.87 1.08 2.59
H 5.29 1.21 1.51
H 5.58 2.60 -0.59
H 3.58 3.99 -1.29
O -3.69 1.57 -0.38
C -3.58 2.72 -0.64
O -4.23 3.72 -0.04
C -4.03 4.97 -0.73
C -2.72 4.69 -1.49
O -2.67 3.19 -1.53
H -4.86 5.15 -1.34
H -4.06 5.70 0.06
H -1.84 5.02 -0.93
H -2.80 5.14 -2.50
O 0.68 3.58 -3.07
C 0.50 4.69 -3.59
O -0.70 5.22 -3.64
C -0.54 6.44 -4.47
C 0.92 6.83 -4.11
O 1.50 5.49 -4.04
H -0.66 6.07 -5.51
H -1.27 7.24 -4.34
H 0.84 7.30 -3.10
H 1.39 7.57 -4.78
O -2.53 4.83 -6.18
C -2.41 3.73 -5.69
O -1.64 2.75 -6.16
C -1.49 1.65 -5.18
C -2.81 1.86 -4.39
O -3.03 3.32 -4.57
H -1.42 0.76 -5.82
H -0.65 1.75 -4.47
H -2.80 1.67 -3.33
H -3.69 1.39 -4.82
O 0.27 2.50 4.51
C -0.65 2.45 3.75
O -0.84 1.48 2.84
C -1.99 1.76 2.06
C -2.77 2.74 2.95
O -1.69 3.32 3.65
H -1.63 2.32 1.22
H -2.46 0.79 1.72
H -3.49 2.18 3.55
H -3.32 3.49 2.40
O -1.23 -1.52 -3.95
C -1.78 -2.04 -3.01
O -2.50 -3.15 -3.11
C -3.04 -3.50 -1.79
C -2.74 -2.30 -0.90
O -1.86 -1.51 -1.79
H -4.07 -3.73 -1.95
H -2.51 -4.42 -1.46
H -2.24 -2.59 0.01
H -3.62 -1.71 -0.70
O 1.03 -0.79 1.14
C 0.92 -0.31 0.07
O 1.72 -0.52 -1.01
C 1.27 0.27 -2.12
C 0.00 0.92 -1.67
O -0.07 0.51 -0.28
H 2.06 0.93 -2.53
H 1.19 -0.53 -2.90
H -0.88 0.64 -2.18
H 0.04 2.00 -1.72
*
```

ΔE to the lowest compared entry with this formula, charge and spin, eV: 0.000
Max |F|, eV/Å: 4.374
Gap between HOMO and LUMO, Ha: 0.3369
SMILES: O=[N+]([O-])c1ccccc1.O=[N+]([O-])c1ccccc1.O=[N+]([O-])c1ccccc1.O=[N+]([O-])c1ccccc1.O=C1OCCO1.O=C1OCCO1.O=C1OCCO1.O=C1OCCO1.O=C1OCCO1.O=C1OCCO1
HOMO energy, eV: -9.953
E_tot, eV: -103451.569
Lowest unoccupied orbital energy, eV: -0.786